Record 1
{
  "formula": "C56H53AgAsGeN5O3PS",
  "method": "wB97M-V/def2-TZVPD",
  "spin_multiplicity": 2,
  "energy_ha": -7864.4617,
  "elements": ["Ag", "N", "C", "C", "C", "C", "C", "C", "S", "O", "O", "N", "C", "N", "C", "C", "C", "N", "H", "H", "H", "H", "H", "H", "H", "H", "H", "O", "H", "H", "C", "C", "N", "H", "H", "H", "C", "C", "As", "C", "C", "C", "C", "C", "C", "C", "C", "C", "C", "C", "C", "P", "C", "C", "C", "C", "C", "C", "C", "C", "C", "C", "C", "C", "H", "H", "H", "H", "H", "H", "H", "H", "H", "H", "H", "H", "H", "H", "H", "H", "H", "H", "H", "H", "H", "H", "H", "H", "C", "C", "C", "C", "C", "C", "Ge", "C", "C", "C", "C", "C", "C", "C", "C", "C", "C", "C", "C", "H", "H", "H", "H", "H", "H", "H", "H", "H", "H", "H", "H", "H", "H", "H"],
  "xyz": [[1.06837, 0.28601, 0.60490], [-6.24767, -1.18919, 0.79504], [-4.90968, -1.24296, 1.16959], [-4.53208, -1.79981, 2.39230], [-3.19824, -1.84692, 2.76696], [-2.22457, -1.32840, 1.92436], [-2.59641, -0.73625, 0.71638], [-3.92182, -0.69640, 0.33966], [-0.52903, -1.47217, 2.36637], [-0.45117, -2.34503, 3.50186], [0.18127, -1.92442, 1.16332], [-0.03976, 0.04663, 2.54654], [-0.16054, 0.78935, 3.72522], [0.18167, 2.07218, 3.56380], [0.14410, 2.84960, 4.63942], [-0.25183, 2.38810, 5.88124], [-0.62329, 1.05625, 5.92728], [-0.58558, 0.24543, 4.87210], [-6.86265, -1.84629, 1.24197], [-6.43028, -1.08077, -0.18726], [-5.29408, -2.20460, 3.05041], [-2.89680, -2.29981, 3.70579], [-1.84549, -0.32315, 0.05564], [-4.19852, -0.25150, -0.61213], [0.43518, 3.88769, 4.48891], [-0.27533, 3.02675, 6.75266], [-0.97632, 0.61073, 6.85284], [1.44419, 2.59106, -2.52165], [2.37364, 2.79632, -2.36120], [0.97630, 3.36248, -2.18180], [3.04492, -2.49706, 3.24621], [3.11039, -1.64446, 2.05385], [3.15623, -0.99436, 1.10913], [2.45318, -3.38462, 3.02624], [2.54928, -1.95084, 4.04883], [4.04643, -2.78049, 3.55502], [0.48685, -2.13884, -2.08274], [-0.89781, -2.65191, -1.68501], [-1.14979, -4.49248, -2.34651], [-1.69929, -5.39892, -0.72005], [-2.44974, -4.79535, 0.28952], [-2.82332, -5.52606, 1.40971], [-2.46108, -6.86421, 1.52745], [-1.71738, -7.47056, 0.52568], [-1.33471, -6.73546, -0.59220], [-2.91484, -4.20403, -3.14243], [-4.05632, -4.90315, -2.76017], [-5.27413, -4.66113, -3.39172], [-5.36364, -3.71883, -4.40782], [-4.22574, -3.02053, -4.79824], [-3.01168, -3.26965, -4.17337], [0.80889, -0.32108, -1.87565], [-0.60539, 0.39599, -2.77254], [-1.03353, -0.09539, -4.00380], [-2.18219, 0.40297, -4.60393], [-2.92280, 1.39685, -3.97365], [-2.51045, 1.89282, -2.74242], [-1.35644, 1.39246, -2.14834], [2.28056, -0.22872, -2.95664], [3.45505, -0.80847, -2.46988], [4.60964, -0.81542, -3.24287], [4.60609, -0.23400, -4.50378], [3.44617, 0.35932, -4.98524], [2.28963, 0.36712, -4.21510], [0.70201, -2.35783, -3.12836], [1.25048, -2.64651, -1.48824], [-1.70700, -2.05130, -2.09864], [-0.99206, -2.65415, -0.60610], [-2.74642, -3.75508, 0.20741], [-3.39873, -5.04840, 2.19317], [-2.75386, -7.42964, 2.40385], [-1.42581, -8.50966, 0.61558], [-0.74555, -7.20710, -1.36889], [-4.00644, -5.63378, -1.96231], [-6.15565, -5.21072, -3.08226], [-6.31256, -3.52975, -4.89536], [-4.28356, -2.28691, -5.59440], [-2.13018, -2.71920, -4.48945], [-0.46433, -0.87439, -4.50208], [-2.50232, 0.01307, -5.56354], [-3.82336, 1.77954, -4.44066], [-3.08119, 2.67025, -2.24530], [-1.03095, 1.77812, -1.18812], [3.47232, -1.23623, -1.47352], [5.51535, -1.26616, -2.85449], [5.50673, -0.23585, -5.10694], [3.44289, 0.83090, -5.96123], [1.40127, 0.86543, -4.58342], [4.15451, 3.19854, 5.36872], [4.08701, 1.95289, 4.75317], [3.43570, 1.81397, 3.53157], [2.84366, 2.91031, 2.89670], [2.91602, 4.15133, 3.52930], [3.56706, 4.29615, 4.75203], [1.94597, 2.73300, 1.14916], [0.59666, 4.12166, 0.96497], [-0.75245, 3.75112, 0.91018], [-1.75351, 4.70787, 0.80038], [-1.41960, 6.05658, 0.75119], [-0.08566, 6.44244, 0.80751], [0.91667, 5.48124, 0.90877], [3.47348, 3.17358, -0.03699], [4.59235, 2.32797, 0.00778], [5.72623, 2.59182, -0.75384], [5.77055, 3.71626, -1.57141], [4.67241, 4.56278, -1.63313], [3.53337, 4.28835, -0.87798], [4.65817, 3.31210, 6.32175], [4.54033, 1.08940, 5.22797], [3.38341, 0.83668, 3.06825], [2.45214, 5.02393, 3.08049], [3.61090, 5.27179, 5.22436], [-1.02273, 2.70249, 0.97912], [-2.79260, 4.40195, 0.76568], [-2.19729, 6.80601, 0.67214], [0.17832, 7.49304, 0.77162], [1.95151, 5.80404, 0.94782], [4.57602, 1.44042, 0.63302], [6.57544, 1.91862, -0.71083], [6.65414, 3.92633, -2.16353], [4.69421, 5.43511, -2.27675], [2.67989, 4.95313, -0.96393]]
}

=====

Record 2
{
  "formula": "ClH3NOP",
  "method": "wB97M-V/def2-TZVPD",
  "smiles": "NP=O.Cl",
  "energy_ha": -933.3704,
  "elements": ["N", "P", "O", "H", "H", "Cl", "H"],
  "xyz": [[-0.63633, -0.59934, 0.77472], [0.93679, -0.73194, 0.41519], [0.86061, -0.88260, -1.04814], [-0.86520, -0.61221, 1.72684], [-1.34197, -0.40861, 0.13621], [3.01926, 1.72044, -1.90059], [2.07394, 0.93022, -2.44561]]
}

=====

Record 3
{
  "formula": "C17H49N8NaO9Pb",
  "method": "wB97M-V/def2-TZVPD",
  "energy_ha": -2146.7758,
  "charge": 2,
  "elements": ["Na", "Pb", "C", "O", "H", "H", "H", "C", "O", "C", "C", "N", "C", "C", "O", "C", "H", "H", "H", "H", "H", "H", "H", "H", "H", "H", "H", "H", "H", "H", "H", "C", "O", "C", "C", "N", "C", "C", "O", "C", "H", "H", "H", "H", "H", "H", "H", "H", "H", "H", "H", "H", "H", "H", "H", "C", "O", "N", "N", "H", "H", "H", "H", "C", "O", "N", "N", "H", "H", "H", "H", "C", "O", "N", "N", "H", "H", "H", "H", "C", "O", "H", "H", "H", "H"],
  "xyz": [[-0.85252, 6.55057, 0.36822], [-3.11578, 4.31895, -1.03563], [-0.50068, 2.97290, 0.92096], [-0.58223, 3.88495, -0.14799], [0.53575, 2.87021, 1.24247], [-1.03003, 3.31106, 1.81176], [-0.93830, 1.98171, 0.80206], [2.17873, -1.78146, 0.92372], [2.04900, -0.51316, 0.30927], [1.07952, -0.28924, -0.73275], [1.28298, -1.29815, -1.91910], [2.64395, -1.38416, -2.38665], [2.86947, -2.68598, -3.03756], [2.07277, -2.84217, -4.36931], [2.27252, -4.06312, -5.09223], [1.51052, -5.19614, -4.67155], [2.75183, -1.64143, 1.84027], [2.77917, -2.43643, 0.29239], [1.27940, -2.16343, 1.40685], [1.24757, 0.71801, -1.11395], [0.01720, -0.35274, -0.49709], [0.70954, -1.05663, -2.81405], [0.87211, -2.23272, -1.53717], [3.13418, -1.27188, -1.51077], [2.81678, -3.54750, -2.37189], [3.92930, -2.81813, -3.25526], [2.25413, -1.98285, -5.01489], [0.99981, -2.81148, -4.17980], [2.20542, -6.03576, -4.65567], [0.63505, -5.53394, -5.22610], [1.30024, -5.05036, -3.61201], [-3.68544, -5.62110, 3.72543], [-2.62595, -4.72982, 3.70239], [-2.21600, -4.47051, 2.41410], [-1.34260, -3.19330, 2.49283], [-1.93367, -1.87261, 2.78746], [-0.84520, -0.82425, 2.72671], [0.01690, -0.80892, 4.03973], [-0.76480, -0.29126, 5.13778], [-0.05879, -0.08368, 6.32109], [-4.63884, -5.15316, 3.48016], [-3.79562, -6.04924, 4.72176], [-3.58359, -6.49815, 3.08629], [-2.97025, -4.22043, 1.66801], [-1.50210, -5.26634, 2.20171], [-0.75096, -3.05897, 1.58728], [-0.70030, -3.54149, 3.30174], [-2.17161, -1.81105, 3.76710], [-1.29992, 0.13424, 2.47649], [-0.17397, -0.77022, 1.86960], [0.90226, -0.17846, 3.95751], [0.40290, -1.78072, 4.34749], [-0.71782, 0.12473, 7.16392], [0.56268, 0.78999, 6.12468], [0.49621, -1.00031, 6.52076], [2.54594, 6.00424, -1.69592], [2.45677, 6.79233, -0.75613], [1.97730, 4.90847, -1.66530], [3.14866, 6.28132, -2.90270], [2.16028, 4.19441, -2.35576], [1.31561, 4.85260, -0.90428], [3.52891, 7.21318, -2.98729], [2.87588, 5.77628, -3.73375], [-1.27664, 2.40946, -3.36111], [-2.33422, 2.71333, -2.94147], [-0.15172, 2.73516, -2.76232], [-1.01075, 1.63149, -4.26439], [-0.12484, 3.30592, -1.92949], [0.68833, 2.32357, -3.14313], [-0.10632, 1.27685, -4.54070], [-1.76886, 1.43100, -4.90092], [-4.79519, 1.76374, 0.58735], [-3.78400, 1.93080, -0.11409], [-4.76359, 0.84913, 1.55139], [-5.74131, 2.58846, 0.78855], [-4.06846, 0.11861, 1.60812], [-5.57139, 0.75635, 2.15052], [-5.79592, 3.35454, 0.13261], [-6.52248, 2.38430, 1.39534], [3.71783, 2.41832, -0.25094], [4.28287, 2.85122, -1.50037], [2.80611, 3.00495, -0.13807], [3.42229, 1.36918, -0.24423], [4.31115, 2.54262, 0.65494], [3.56701, 2.77351, -2.13529]]
}

=====

Record 4
{
  "formula": "C6H18CrMnN5O11",
  "method": "wB97M-V/def2-TZVPD",
  "spin_multiplicity": 10,
  "energy_ha": -3534.7099,
  "charge": 3,
  "elements": ["Mn", "Cr", "C", "O", "H", "H", "H", "C", "N", "O", "O", "H", "H", "H", "C", "N", "O", "O", "H", "H", "H", "C", "N", "O", "O", "H", "H", "H", "C", "N", "O", "O", "H", "H", "H", "C", "N", "O", "O", "H", "H", "H"],
  "xyz": [[-3.60734, 0.26552, -0.71465], [-1.09923, 2.62853, 0.74757], [-0.55974, -0.31103, 0.24691], [-1.55990, 0.55083, -0.06604], [-0.75848, -1.38211, 0.20971], [0.27526, -0.09414, -0.41930], [-0.27866, -0.19164, 1.29326], [1.29564, 3.15276, 4.20812], [0.54247, 2.06200, 3.56315], [-0.04350, 1.28889, 4.25253], [0.38542, 2.13773, 2.30164], [0.65044, 3.71016, 4.88718], [1.91298, 3.79024, 3.57520], [1.96270, 2.60280, 4.87196], [-2.59017, -2.79466, -3.93461], [-2.07762, -2.41102, -2.56703], [-2.73372, -1.68197, -1.84855], [-0.90308, -2.79212, -2.29450], [-1.79292, -2.42598, -4.58002], [-3.57371, -2.35248, -4.09344], [-2.72228, -3.87415, -3.86151], [-2.79298, -2.51321, 2.57687], [-3.95114, -2.19362, 1.71774], [-5.02171, -2.74320, 1.91789], [-3.88142, -1.26308, 0.95932], [-3.07967, -2.41681, 3.62406], [-1.88650, -1.94049, 2.38094], [-2.50565, -3.53170, 2.31567], [2.58091, 3.42070, -1.69412], [1.81314, 2.96849, -0.49798], [2.39635, 2.73884, 0.54560], [0.61234, 2.76977, -0.66513], [3.01917, 4.34566, -1.31931], [1.84775, 3.77024, -2.42102], [3.41478, 2.76804, -1.95258], [3.73230, -1.58174, -2.29764], [3.23948, -0.60830, -1.34170], [3.42942, -0.76647, -0.18221], [2.70186, 0.34415, -1.82366], [4.63237, -1.13954, -2.72477], [3.01802, -1.78108, -3.09649], [3.95667, -2.52470, -1.79906]]
}

=====

Record 5
{
  "formula": "C4H10N2O2",
  "method": "wB97M-V/def2-TZVPD",
  "energy_ha": -418.3158,
  "elements": ["C", "C", "C", "C", "N", "N", "O", "O", "H", "H", "H", "H", "H", "H", "H", "H", "H", "H"],
  "xyz": [[-1.07475, 0.47650, -1.88324], [1.58944, 0.18703, -0.80014], [1.03870, -1.00239, 1.25321], [-0.74081, -0.06313, -0.21615], [-1.82690, -0.52897, 0.45163], [0.49308, -0.31625, 0.04871], [-0.38212, -0.25229, -2.57352], [-1.83083, 1.41969, -1.85646], [2.39339, 0.45447, -0.03934], [1.89252, -0.56146, -1.41594], [1.39074, 1.09249, -1.28553], [2.14066, -1.30544, 1.21730], [0.84388, -0.28263, 2.10395], [0.36277, -1.88407, 1.53951], [-0.88515, 1.78283, 0.92282], [-2.76775, -0.26580, 0.06811], [-2.06670, -1.21183, 1.11469], [-0.57019, 2.26126, 1.35042]]
}

=====

Record 6
{
  "formula": "H3O2PS4",
  "method": "wB97M-V/def2-TZVPD",
  "energy_ha": -2086.3032,
  "elements": ["O", "O", "P", "S", "S", "S", "S", "H", "H", "H"],
  "xyz": [[-0.98891, 2.29907, 0.45021], [-0.69668, 0.03399, 0.75454], [-0.35883, 1.07726, -0.31712], [2.98532, -2.19970, -0.32213], [-0.41432, -1.57252, 1.21575], [-3.21548, 1.85387, -2.21114], [-1.74784, 0.59674, -2.05259], [2.81307, -1.47804, 0.79398], [3.41463, -2.87941, 0.74986], [-1.79095, 2.26874, 0.93863]]
}